(1)
A molecular structure, C31H61As3BN8ORu at a distorted geometry. Source: the Open Molecules 2025 dataset; level of theory: the ωB97M-V functional and the def2-TZVPD basis.

The geometry in XYZ format:
```
106
C31H61As3BN8ORu (the ωB97M-V functional and the def2-TZVPD basis)
Ru -0.81 -0.23 -0.51
C -2.90 -2.17 -5.00
C -2.27 -1.43 -3.82
C -0.75 -1.64 -3.83
C -2.88 -1.88 -2.53
C -3.93 -2.79 -2.36
C -4.11 -2.89 -1.01
N -3.22 -2.10 -0.40
N -2.46 -1.46 -1.32
B -2.96 -1.91 1.09
N -1.50 -2.40 1.28
C -1.10 -3.44 2.03
C 0.06 -3.95 1.49
C 0.32 -3.15 0.36
N -0.63 -2.20 0.25
C 1.29 -3.42 -0.74
C 0.92 -4.74 -1.42
C 2.74 -3.45 -0.26
N -3.17 -0.41 1.36
C -4.15 0.16 2.07
C -4.23 1.48 1.71
C -3.27 1.66 0.71
N -2.62 0.49 0.51
C -3.13 2.88 -0.17
C -3.44 2.47 -1.61
C -1.78 3.57 -0.06
H -2.45 -1.84 -5.94
H -3.97 -2.00 -5.07
H -2.72 -3.25 -4.92
H -2.52 -0.38 -3.92
H -0.53 -2.71 -3.79
H -0.26 -1.15 -2.99
H -0.31 -1.25 -4.75
H -4.49 -3.29 -3.13
H -4.80 -3.49 -0.43
H -3.71 -2.56 1.75
H -1.70 -3.79 2.85
H 0.62 -4.80 1.83
H 1.15 -2.62 -1.48
H 1.04 -5.57 -0.72
H 1.58 -4.93 -2.27
H -0.11 -4.74 -1.77
H 2.86 -4.18 0.55
H 3.07 -2.48 0.10
H 3.40 -3.75 -1.07
H -4.73 -0.42 2.77
H -4.92 2.22 2.08
H -3.89 3.58 0.16
H -2.75 1.70 -1.95
H -3.38 3.33 -2.27
H -4.45 2.05 -1.69
H -0.95 2.87 -0.24
H -1.64 4.04 0.92
H -1.72 4.37 -0.81
C -1.28 -0.14 3.49
As -0.15 0.22 1.96
C 0.15 2.09 2.31
C 1.40 -0.84 2.46
C 2.80 -0.24 2.43
C 3.78 -1.41 2.62
C 3.04 0.48 1.09
As 1.81 0.35 -0.44
C 2.85 -0.50 -1.85
C 2.13 2.18 -1.00
C 3.01 0.77 3.58
As 4.87 1.45 3.82
C 4.58 3.26 3.12
C 4.67 1.89 5.71
H -2.08 0.60 3.52
H -0.61 -0.01 4.34
H -1.69 -1.13 3.47
H 0.40 2.20 3.37
H -0.79 2.59 2.12
H 0.92 2.52 1.69
H 1.36 -1.69 1.78
H 1.19 -1.23 3.46
H 3.72 -2.12 1.79
H 3.55 -1.95 3.54
H 4.80 -1.05 2.69
H 4.02 0.24 0.68
H 3.04 1.56 1.26
H 3.88 -0.64 -1.51
H 2.84 0.18 -2.70
H 2.44 -1.45 -2.16
H 3.21 2.34 -0.95
H 1.62 2.89 -0.35
H 1.80 2.30 -2.03
H 2.73 0.30 4.52
H 2.39 1.65 3.45
H 4.60 3.26 2.03
H 5.40 3.89 3.47
H 3.64 3.68 3.47
H 4.69 0.98 6.30
H 3.73 2.42 5.89
H 5.50 2.53 6.01
C -0.64 4.41 -3.90
N -0.34 3.38 -2.92
C -0.60 2.08 -3.06
N -1.17 1.69 -4.21
O -0.26 1.25 -2.16
H -0.30 5.37 -3.51
H -1.71 4.48 -4.09
H -0.11 4.23 -4.84
H 0.04 3.65 -2.03
H -1.37 2.34 -4.95
H -1.25 0.71 -4.39
```

The total charge is +2. Its energy relative to the best compared isomer or geometry (same formula, charge and spin) is 0.0 kcal per mole. As for the frontier orbital gap (spin up / spin down): 6.6 / 6.7 eV. The total energy comes out at -8557.75940 a.u. Its spin multiplicity is 2. The molar mass comes out at 898.53 g mol⁻¹. As for the largest force on an atom: 2.17 eV/A.

***

(2)
5 unconnected molecules or ions with the total composition C31H61F9NO13 at a distorted geometry. Source: the Open Molecules 2025 dataset; level of theory: the ωB97M-V functional and the def2-TZVPD basis.

The geometry in XYZ format:
```
115
C31H61F9NO13 (the ωB97M-V functional and the def2-TZVPD basis)
C 6.38 -0.72 0.14
C 6.03 -0.37 -1.44
O 4.57 -0.20 -1.52
C 4.17 1.19 -1.24
C 3.22 1.34 0.13
C 1.93 0.34 0.12
N 2.18 -0.67 1.22
O 3.29 -1.41 0.95
C 1.07 -1.66 1.47
F 1.46 -3.09 1.37
C -0.17 -1.26 0.48
C -1.46 -2.21 0.96
C -2.36 -2.67 -0.33
C -1.97 -4.19 -0.85
C -1.27 -4.15 -2.36
O -1.91 -4.70 -3.42
O 0.06 -3.52 -2.51
O -0.55 0.11 0.76
C 0.45 1.11 0.22
C 0.39 2.27 1.37
F 0.86 3.61 1.02
F -1.07 2.41 1.74
F 1.06 1.90 2.66
C -0.19 1.49 -1.23
F -1.68 1.58 -1.01
F -0.04 0.41 -2.27
C 0.26 2.87 -1.94
F -0.06 2.73 -3.41
F 1.69 3.23 -1.88
F -0.66 3.96 -1.47
H 5.91 0.06 0.89
H 7.55 -0.77 0.30
H 5.87 -1.76 0.39
H 6.31 -1.32 -2.08
H 6.66 0.55 -1.77
H 3.65 1.61 -2.21
H 5.11 1.89 -1.02
H 3.97 1.11 1.03
H 2.98 2.48 0.20
H 2.02 -0.27 -0.91
H 2.39 -0.22 2.17
H 3.23 -1.81 0.03
H 0.67 -1.51 2.58
H 0.01 -1.55 -0.64
H -1.10 -3.18 1.54
H -2.12 -1.57 1.72
H -3.49 -2.68 -0.01
H -2.20 -1.92 -1.22
H -1.20 -4.73 -0.13
H -2.93 -4.89 -0.92
H 0.02 -2.93 -3.34
C 10.31 -1.28 0.02
O 9.66 -1.62 -1.20
C 10.18 -0.89 -2.32
C 11.10 -1.78 -3.17
O 12.30 -2.10 -2.47
C 12.29 -3.43 -1.96
H 9.99 -1.99 0.79
H 11.40 -1.34 -0.08
H 10.02 -0.27 0.33
H 10.70 0.01 -1.99
H 9.33 -0.59 -2.93
H 11.39 -1.22 -4.06
H 10.58 -2.68 -3.50
H 12.38 -4.15 -2.78
H 11.37 -3.64 -1.39
H 13.14 -3.55 -1.29
C -1.71 2.06 5.24
O -2.80 1.26 5.69
C -3.67 1.97 6.58
C -4.95 2.40 5.86
O -4.69 3.40 4.87
C -4.70 2.87 3.55
H -1.20 1.52 4.44
H -2.05 3.02 4.85
H -1.01 2.22 6.06
H -3.16 2.84 7.02
H -3.93 1.29 7.39
H -5.63 2.85 6.60
H -5.46 1.54 5.42
H -5.72 2.62 3.26
H -4.06 1.99 3.47
H -4.32 3.64 2.87
C -8.12 -0.84 4.28
O -8.78 -1.18 3.06
C -8.25 -0.45 1.94
C -7.33 -1.34 1.09
O -6.13 -1.66 1.80
C -6.15 -2.99 2.30
H -8.44 -1.54 5.05
H -7.03 -0.90 4.18
H -8.41 0.17 4.59
H -7.73 0.45 2.27
H -9.11 -0.14 1.33
H -7.04 -0.78 0.20
H -7.86 -2.24 0.77
H -6.05 -3.70 1.48
H -7.06 -3.19 2.87
H -5.29 -3.11 2.97
C -2.85 1.30 -4.14
O -4.27 1.32 -4.09
C -4.78 2.59 -3.68
C -5.33 3.38 -4.87
O -4.28 3.78 -5.76
C -4.22 2.97 -6.92
H -2.54 0.37 -4.62
H -2.46 2.14 -4.72
H -2.44 1.32 -3.13
H -4.02 3.17 -3.14
H -5.61 2.39 -2.98
H -5.80 4.29 -4.50
H -6.10 2.80 -5.41
H -5.07 3.20 -7.57
H -4.21 1.91 -6.68
H -3.30 3.21 -7.46
```

The total charge is +1. As for the frontier orbital gap: 7.5 eV. The total energy comes out at -3148.56873 a.u. Its spin multiplicity is 1. The molar mass comes out at 826.81 g mol⁻¹. As for the largest force on an atom: 9.14 eV/A.

***

(3)
17 unconnected molecules or ions with the total composition C31H63ClF2N16O35Si at a distorted geometry. Source: the Open Molecules 2025 dataset; level of theory: the ωB97M-V functional and the def2-TZVPD basis.

The geometry in XYZ format:
```
149
C31H63ClF2N16O35Si (the ωB97M-V functional and the def2-TZVPD basis)
C 0.89 -2.41 -0.17
Si 0.08 -0.91 0.57
C 0.62 -0.65 2.35
C 0.53 0.55 -0.54
C 0.16 1.90 0.12
C -1.06 2.63 -0.48
F -0.72 3.98 -0.61
F -1.39 2.22 -1.73
C -2.27 2.58 0.43
C -2.39 3.02 1.68
Cl -1.20 3.79 2.61
C -3.77 2.69 2.17
O -4.18 2.96 3.23
O -4.43 2.04 1.17
C -3.59 2.01 0.04
O -3.93 1.60 -0.98
C -1.80 -1.15 0.39
C -2.69 -1.28 1.50
C -4.10 -1.45 1.27
C -4.62 -1.51 -0.07
C -3.73 -1.40 -1.19
C -2.33 -1.21 -0.94
H 0.44 -2.59 -1.16
H 1.95 -2.23 -0.34
H 0.71 -3.31 0.43
H 1.03 -1.54 2.80
H -0.18 -0.26 2.99
H 1.41 0.11 2.34
H 0.12 0.41 -1.54
H 1.62 0.54 -0.66
H 1.00 2.60 0.15
H -0.11 1.69 1.16
H -2.32 -1.23 2.52
H -4.80 -1.55 2.09
H -5.68 -1.64 -0.26
H -4.11 -1.44 -2.20
H -1.67 -1.12 -1.80
C 5.97 -2.16 0.80
N 4.53 -1.82 0.91
O 3.72 -2.73 0.89
O 4.25 -0.64 1.01
H 6.07 -3.24 0.72
H 6.35 -1.67 -0.08
H 6.47 -1.80 1.70
C 3.54 0.46 5.94
N 3.41 -0.55 4.85
O 2.31 -1.00 4.63
O 4.43 -0.84 4.25
H 2.56 0.62 6.38
H 4.24 0.06 6.67
H 3.93 1.37 5.50
C 0.30 3.97 -3.64
N 1.18 3.31 -4.64
O 2.38 3.35 -4.46
O 0.63 2.76 -5.57
H 0.92 4.41 -2.87
H -0.28 4.74 -4.16
H -0.35 3.20 -3.22
C -7.15 1.51 -2.26
N -8.13 0.39 -2.24
O -7.93 -0.51 -1.43
O -9.05 0.43 -3.02
H -6.40 1.32 -1.51
H -6.72 1.54 -3.26
H -7.70 2.42 -2.05
C 0.17 -6.67 -1.14
N -0.39 -5.33 -1.45
O 0.00 -4.77 -2.46
O -1.21 -4.87 -0.68
H 0.88 -6.93 -1.92
H 0.66 -6.59 -0.17
H -0.65 -7.37 -1.11
C 9.84 -3.01 3.96
N 8.85 -2.77 2.88
O 8.02 -1.89 3.05
O 8.93 -3.46 1.89
H 9.64 -2.31 4.77
H 9.72 -4.03 4.29
H 10.83 -2.84 3.55
C 0.56 -3.84 -5.71
N 0.61 -5.27 -6.13
O 0.22 -6.11 -5.34
O 1.05 -5.51 -7.24
H 0.16 -3.79 -4.70
H 1.58 -3.46 -5.74
H -0.07 -3.32 -6.41
C 3.76 -7.83 -7.03
N 4.07 -7.71 -5.58
O 3.94 -8.70 -4.89
O 4.43 -6.62 -5.19
H 3.45 -8.84 -7.24
H 2.96 -7.12 -7.25
H 4.66 -7.57 -7.58
C -10.44 0.87 1.10
N -10.94 2.09 0.41
O -12.06 2.47 0.67
O -10.18 2.63 -0.37
H -11.21 0.50 1.76
H -10.19 0.14 0.33
H -9.55 1.16 1.66
C 5.41 3.50 -6.18
N 6.36 2.38 -5.94
O 7.34 2.60 -5.25
O 6.10 1.32 -6.46
H 5.78 4.38 -5.66
H 5.36 3.67 -7.25
H 4.45 3.18 -5.78
C -1.21 6.86 0.25
N -0.72 8.11 0.88
O -1.38 9.12 0.72
O 0.31 8.04 1.51
H -2.13 7.07 -0.28
H -0.44 6.51 -0.44
H -1.37 6.13 1.04
C -6.69 1.94 4.39
N -7.76 0.90 4.49
O -7.62 0.02 5.31
O -8.71 1.02 3.75
H -5.92 1.71 5.11
H -6.30 1.92 3.38
H -7.16 2.89 4.60
C 7.40 -2.95 7.74
N 8.30 -3.59 6.74
O 9.50 -3.51 6.92
O 7.77 -4.14 5.80
H 8.01 -2.50 8.51
H 6.81 -2.21 7.21
H 6.77 -3.74 8.14
C -2.01 8.60 -4.23
N -1.05 7.49 -4.02
O -0.10 7.69 -3.29
O -1.28 6.44 -4.59
H -1.67 9.46 -3.66
H -2.03 8.82 -5.29
H -2.98 8.26 -3.89
C -5.71 -0.61 8.11
N -5.04 0.62 8.61
O -5.62 1.68 8.49
O -3.94 0.48 9.12
H -6.67 -0.33 7.69
H -5.06 -1.04 7.35
H -5.82 -1.29 8.95
C 5.03 -0.62 -3.91
N 3.87 -1.03 -3.08
O 3.09 -1.84 -3.54
O 3.77 -0.53 -1.97
H 4.98 -1.14 -4.85
H 4.97 0.46 -4.05
H 5.93 -0.88 -3.36
```

As for the frontier orbital gap: 7.3 eV. The total energy comes out at -5676.45331 a.u. Its spin multiplicity is 1. The molar mass comes out at 1321.46 g mol⁻¹. As for the largest force on an atom: 2.56 eV/A.

***

(4)
A molecular structure, C31H64INO15S7 at a distorted geometry. Source: the Open Molecules 2025 dataset; level of theory: the ωB97M-V functional and the def2-TZVPD basis.

The geometry in XYZ format:
```
119
C31H64INO15S7 (the ωB97M-V functional and the def2-TZVPD basis)
C -0.37 2.05 -1.28
C -0.57 0.82 -0.46
O 0.31 0.00 -0.20
N -2.00 0.52 -0.02
H -2.68 1.36 -0.53
H -2.13 -0.32 -0.49
C -2.29 0.34 1.46
H 0.05 2.67 -0.61
H -1.39 2.48 -1.51
H 0.18 1.84 -2.15
H -3.35 0.18 1.46
H -2.02 0.98 2.06
H -1.92 -0.50 1.97
I -4.46 2.17 -1.80
C 3.23 2.62 3.77
C 2.91 2.16 5.16
C 1.85 1.25 5.17
S 0.68 1.97 4.07
O -0.06 2.99 4.82
O -0.01 0.93 3.26
C 1.91 2.83 3.06
H 3.77 2.01 3.17
H 3.93 3.50 3.74
H 2.76 3.06 5.75
H 3.98 1.72 5.46
H 1.39 1.17 6.26
H 2.08 0.18 4.72
H 1.55 3.91 3.27
H 1.79 2.60 1.98
C -4.12 -5.98 0.89
C -4.98 -5.54 -0.28
C -4.66 -4.17 -0.53
S -2.93 -4.07 -0.34
O -2.57 -2.96 0.40
O -2.23 -4.43 -1.54
C -2.72 -5.41 0.70
H -4.16 -7.12 0.97
H -4.58 -5.43 1.84
H -6.09 -5.72 -0.02
H -5.01 -6.11 -1.25
H -5.13 -3.38 0.17
H -4.85 -3.75 -1.39
H -2.33 -5.01 1.75
H -1.94 -6.26 0.31
C -2.40 -3.06 -4.91
C -3.87 -2.67 -4.51
C -3.74 -1.24 -4.41
S -2.31 -0.97 -3.47
O -2.40 -1.28 -2.01
O -1.84 0.31 -3.86
C -1.35 -2.14 -4.25
H -2.34 -3.21 -6.01
H -2.10 -4.08 -4.60
H -4.31 -3.11 -3.57
H -4.67 -3.09 -5.35
H -4.60 -0.73 -3.79
H -3.66 -0.71 -5.25
H -0.57 -2.45 -3.62
H -0.78 -1.61 -5.02
C 3.13 -3.64 -2.65
C 2.59 -2.86 -1.58
C 3.26 -1.66 -1.64
S 3.13 -1.12 -3.27
O 4.33 -0.33 -3.52
O 1.79 -0.64 -3.40
C 3.21 -2.77 -3.83
H 2.43 -4.40 -3.02
H 3.98 -4.10 -2.27
H 2.93 -3.40 -0.74
H 1.65 -2.80 -1.56
H 4.31 -1.56 -1.05
H 2.75 -0.80 -1.30
H 4.03 -3.05 -4.50
H 2.48 -2.90 -4.54
C 4.62 4.99 -2.46
C 4.31 3.73 -3.27
C 3.12 3.23 -2.70
S 3.26 3.37 -0.95
O 3.68 2.14 -0.35
O 2.11 4.00 -0.35
C 4.65 4.52 -0.93
H 3.71 5.70 -2.82
H 5.78 5.29 -2.70
H 5.09 3.10 -3.09
H 4.38 4.00 -4.29
H 2.96 2.15 -2.82
H 2.34 3.59 -3.10
H 5.51 3.84 -0.56
H 4.58 5.42 -0.30
C -3.15 7.00 1.97
C -2.04 6.66 2.94
C -2.30 5.37 3.43
S -2.74 4.42 1.98
O -3.85 3.50 2.28
O -1.58 3.79 1.41
C -3.19 5.75 0.98
H -2.83 7.92 1.51
H -3.86 7.40 2.69
H -2.00 7.24 3.76
H -1.12 6.74 2.36
H -3.39 5.34 4.06
H -1.55 5.03 3.88
H -4.21 5.57 0.63
H -2.63 5.78 0.10
C 1.36 -2.35 1.92
C 2.12 -2.56 3.25
C 2.64 -3.84 3.06
S 1.49 -4.95 2.45
O 0.53 -5.40 3.48
O 2.20 -5.94 1.65
C 0.71 -3.69 1.45
H 1.97 -2.02 1.08
H 0.68 -1.64 2.08
H 1.56 -2.50 4.08
H 2.74 -1.86 3.32
H 3.10 -4.14 4.29
H 3.42 -4.06 2.61
H -0.47 -3.77 1.76
H 0.35 -3.93 0.42
```

As for the frontier orbital gap: 7.0 eV. The total energy comes out at -5487.29903 a.u. Its spin multiplicity is 1. The molar mass comes out at 1042.22 g mol⁻¹. As for the largest force on an atom: 10.41 eV/A.

***

largest force on an atom of number 3 (C31H63ClF2N16O35Si)? 2.56 eV/A